one | {
  "formula": "C6H10N2",
  "method": "ωB97M-V/def2-TZVPD",
  "species": ["C", "C", "N", "C", "C", "C", "C", "N", "H", "H", "H", "H", "H", "H", "H", "H", "H", "H"],
  "xyz": [[0.91035, -0.15540, -1.19280], [0.05139, 0.91002, -0.55911], [-0.28165, -2.20803, 0.63188], [-0.60297, 0.62964, 0.83882], [0.42344, -1.06459, 1.09550], [1.32976, -0.40582, 0.20277], [-0.33641, 1.96582, -1.30477], [-1.91411, 0.45324, 0.87847], [-1.25086, -2.32927, 0.91517], [0.23388, -3.07591, 0.74222], [-2.41152, 1.04260, 0.21340], [0.35227, -0.95338, -1.67390], [1.71821, 0.23070, -1.80904], [-0.14447, 1.28346, 1.59058], [0.84773, -1.21479, 2.08434], [2.20133, 0.10350, 0.58841], [-0.32421, 1.95496, -2.38624], [-0.80215, 2.83323, -0.85569]],
  "nbo_charge": [-0.50, -0.06, -0.88, 0.05, -0.08, -0.01, -0.37, -0.73, 0.39, 0.37, 0.35, 0.25, 0.23, 0.18, 0.19, 0.22, 0.20, 0.19],
  "orbital_gap_ha": [0.286, 0.251],
  "total_charge": 0,
  "homo_ev": [-8.053, -7.275]
}


two | {
  "formula": "C6H10N2",
  "method": "ωB97M-V/def2-TZVPD",
  "species": ["C", "C", "C", "C", "C", "C", "H", "H", "H", "H", "H", "H", "H", "H", "H", "H", "N", "N"],
  "xyz": [[-0.63440, -0.43254, 1.20179], [-1.71748, -0.42407, -0.93066], [1.46957, -0.52660, -0.66369], [1.18385, 0.87436, -0.07992], [-0.30140, 0.99457, 0.42733], [-1.41521, 0.83843, -0.77862], [-1.40755, -0.16469, 1.92211], [0.18008, -0.74242, 1.72351], [-1.60731, -1.95993, 0.55911], [-2.00677, -0.92809, -1.93202], [0.52366, -1.49530, -0.94357], [2.00937, 1.08611, 0.81777], [1.11068, 1.56626, -0.96449], [-0.48700, 1.68993, 1.32092], [-1.48100, 1.47895, -1.64831], [3.16617, 0.21090, 0.23284], [-1.26678, -1.23278, 0.10160], [2.68152, -0.83309, -0.36570]],
  "nbo_charge": [-0.24, -0.01, 0.04, -0.48, -0.23, -0.31, 0.18, 0.20, 0.39, 0.23, 0.27, 0.21, 0.23, 0.23, 0.22, 0.28, -0.62, -0.59],
  "orbital_gap_ha": 0.347,
  "total_charge": 0,
  "homo_ev": -8.491
}


three | {
  "formula": "C6H10N2",
  "method": "ωB97M-V/def2-TZVPD",
  "species": ["C", "C", "C", "C", "C", "C", "H", "H", "H", "H", "H", "H", "H", "H", "H", "H", "N", "N"],
  "xyz": [[-0.96006, 0.03506, 0.11456], [-1.01691, 1.41295, 0.24952], [-0.14995, 0.84028, -1.03086], [1.24456, 0.19760, -0.81702], [1.64712, 0.24593, 0.57009], [0.29574, -0.61275, 0.71284], [-1.83072, -1.97397, -0.46186], [-2.77868, -1.04212, 0.61595], [-0.46990, 1.95640, 1.13426], [-1.83173, 2.05203, -0.20487], [-0.86364, 0.88456, -1.75691], [2.16997, 0.38249, -1.48886], [1.68809, 1.17271, 1.23400], [2.45072, -0.68318, 0.76239], [0.40724, -1.20623, 1.67514], [1.47707, -1.63944, -0.49451], [-2.07125, -0.85529, -0.16174], [0.59232, -1.16703, -0.65212]],
  "nbo_charge": [0.07, -0.41, -0.24, -0.11, -0.42, -0.08, 0.39, 0.37, 0.21, 0.24, 0.23, 0.22, 0.22, 0.20, 0.22, 0.31, -0.85, -0.58],
  "orbital_gap_ha": 0.341,
  "total_charge": 0,
  "homo_ev": -8.314
}


four | {
  "formula": "C6H10N2",
  "method": "ωB97M-V/def2-TZVPD",
  "species": ["C", "C", "C", "C", "C", "C", "H", "H", "H", "H", "H", "H", "H", "H", "H", "H", "N", "N"],
  "xyz": [[1.49226, -1.46209, 0.04309], [0.01871, -0.37651, -0.70698], [0.61868, -0.37671, 0.62718], [-0.66466, -0.37538, 1.35542], [-0.74439, 2.05916, 0.01702], [-0.85506, 0.85770, -0.79317], [1.16369, -2.49674, 0.58554], [2.53109, -1.66489, 0.49478], [1.82885, -0.12784, -1.52006], [-0.85214, -1.04527, -0.90318], [1.07438, 0.59468, 0.75011], [-0.43362, -0.30246, 2.46828], [-1.05827, -1.39706, 1.03358], [0.27165, 2.46344, 0.33880], [-1.36027, 3.18372, 0.03343], [-1.59236, 0.65572, -1.63079], [1.34992, -1.12299, -1.35262], [-1.45939, 0.86295, 0.65178]],
  "nbo_charge": [-0.24, -0.04, -0.34, -0.22, -0.28, -0.13, 0.21, 0.21, 0.35, 0.20, 0.20, 0.21, 0.21, 0.20, 0.24, 0.21, -0.58, -0.39],
  "orbital_gap_ha": 0.382,
  "total_charge": 0,
  "homo_ev": -9.518
}


Which of the structures shown above is the most stable? The most stable is one.